DFT (the ωB97M-V functional and the def2-TZVPD basis) results for an isolated molecule of C4H7Cl2NO3.

Atoms and positions in Å:
1 H -0.7119 1.5816 0.1128
2 H 1.1574 -1.2469 -1.2975
3 H -2.0764 0.8723 -0.7958
4 O 0.0184 -0.8874 0.4049
5 Cl -1.0141 -2.0743 -1.5934
6 H 0.5135 -1.9865 2.9576
7 N 0.6483 -0.1223 2.5128
8 Cl 1.3697 1.3768 -2.0312
9 C 1.0139 -0.3202 1.1322
10 O -0.1109 -1.2494 2.9833
11 C -1.0976 1.3489 -0.8843
12 C -0.1354 0.4745 -1.6704
13 H -1.2105 2.3019 -1.4068
14 H -0.5719 0.2456 -2.6430
15 H -0.0603 0.6098 2.5186
16 C 0.1745 -0.8778 -1.0035
17 O 2.0932 -0.0467 0.7037

The HOMO energy is -10.198 eV. As for the spin multiplicity: 1. As for the SMILES: C[C@@H](Cl)[C@H](Cl)OC(=O)NO. For the relative energy (zero: lowest compared OMol25 entry of this formula, charge and spin), the calculation gives 0.00 kJ/mol.

Results of the natural (NBO) charge analysis, in e, for atoms 1 through 6:
1 H 0.205
2 H 0.231
3 H 0.232
4 O -0.519
5 Cl -0.036
6 H 0.468